1.
Molecular formula: C35H37Br42NO7
Method: DFT, the ωB97M-V functional and the def2-TZVPD basis

Each line ends with the Mulliken charge.
Element x y z (Å)
C (1.21, -3.98, 2.80)  -0.10
C (2.22, -4.99, 2.18)  0.07
C (1.60, -5.79, 1.01)  -0.37
O (2.15, -5.46, -0.28)  -0.45
C (1.18, -4.86, -1.11)  -0.85
C (1.01, -3.40, -0.63)  0.14
C (2.16, -2.76, -0.23)  -0.73
C (2.07, -1.48, 0.24)  1.40
C (0.83, -0.84, 0.31)  1.09
C (-0.31, -1.46, -0.10)  -0.60
C (-0.19, -2.75, -0.58)  0.05
O (-1.39, -3.40, -1.00)  -0.56
C (-1.74, -4.33, -0.17)  0.55
N (-2.05, -5.26, 0.46)  -0.56
C (0.85, 0.57, 0.90)  -0.13
O (-0.11, 0.93, 1.55)  -0.46
C (2.10, 1.37, 0.66)  0.49
C (1.97, 2.89, 0.54)  -0.93
O (1.09, 3.47, 1.52)  -0.23
C (1.50, 3.14, 2.78)  0.69
C (0.41, 2.90, 3.81)  -0.20
O (2.66, 3.07, 3.11)  -0.61
C (3.27, 0.74, 0.56)  0.82
C (4.59, 1.43, 0.29)  -1.38
C (5.54, 0.65, -0.66)  0.45
C (4.83, -0.01, -1.85)  -1.10
O (6.45, 1.64, -1.19)  -0.61
C (3.30, -0.76, 0.73)  -0.13
O (4.22, -1.36, 1.24)  -0.65
H (0.77, -4.36, 3.72)  -0.17
H (1.68, -3.00, 2.97)  0.05
H (0.40, -3.79, 2.08)  0.01
H (3.14, -4.47, 1.90)  -0.07
H (2.48, -5.70, 2.98)  0.48
H (0.52, -5.62, 1.03)  0.07
H (1.79, -6.86, 1.18)  0.31
H (1.59, -4.83, -2.13)  0.32
H (0.23, -5.42, -1.09)  0.49
H (3.12, -3.27, -0.27)  0.68
H (-1.29, -0.99, -0.07)  -0.21
H (1.63, 3.14, -0.47)  0.43
H (2.93, 3.38, 0.70)  0.35
H (-0.56, 3.19, 3.42)  -0.17
H (0.65, 3.35, 4.77)  0.28
H (0.36, 1.81, 3.94)  0.11
H (4.50, 2.44, -0.10)  0.26
H (5.10, 1.53, 1.26)  0.27
H (6.18, -0.03, -0.09)  0.44
H (4.68, -1.08, -1.59)  0.05
H (3.83, 0.39, -2.04)  0.05
H (5.43, -0.03, -2.76)  0.61
H (6.12, 1.88, -2.07)  0.25
C (-3.57, 2.60, 0.77)  -0.31
Br (-3.21, 2.92, 2.63)  0.05
Br (-3.16, 0.78, 0.29)  0.02
Br (-5.36, 3.09, 0.29)  -0.02
H (-2.90, 3.23, 0.21)  0.25
C (5.72, 2.19, -5.55)  -0.25
Br (7.31, 1.37, -4.84)  -0.03
Br (4.13, 1.62, -4.62)  0.09
Br (5.87, 4.11, -5.59)  -0.01
H (5.63, 1.86, -6.58)  0.26
C (-8.79, 0.06, -0.05)  -0.04
Br (-9.49, 1.80, -0.46)  -0.01
Br (-7.64, -0.60, -1.45)  -0.01
Br (-7.91, 0.02, 1.67)  0.00
H (-9.64, -0.62, 0.02)  0.06
C (5.50, -7.86, 2.96)  -0.35
Br (5.62, -5.99, 2.53)  0.02
Br (5.21, -8.14, 4.85)  -0.01
Br (4.17, -8.76, 1.89)  -0.01
H (6.46, -8.31, 2.72)  0.35
C (-2.40, -4.61, 4.75)  -0.17
Br (-0.86, -5.47, 5.54)  -0.06
Br (-4.05, -5.15, 5.59)  -0.04
Br (-2.21, -2.69, 4.73)  0.03
H (-2.45, -4.94, 3.72)  0.20
C (-10.53, -3.06, -2.56)  0.21
Br (-11.68, -2.23, -3.87)  0.00
Br (-11.36, -3.11, -0.82)  -0.03
Br (-9.96, -4.81, -3.12)  -0.01
H (-9.64, -2.45, -2.48)  -0.17
C (3.41, 4.51, -8.66)  -0.16
Br (1.55, 4.87, -9.06)  0.00
Br (3.90, 2.71, -9.13)  -0.04
Br (4.59, 5.80, -9.46)  0.03
H (3.52, 4.60, -7.59)  0.18
C (-3.94, -7.89, 9.18)  -0.36
Br (-3.97, -6.77, 10.75)  -0.01
Br (-5.70, -8.12, 8.43)  -0.01
Br (-2.69, -7.23, 7.87)  0.05
H (-3.60, -8.86, 9.49)  0.35
C (-1.21, 6.83, 2.27)  -0.19
Br (-1.13, 8.73, 1.93)  -0.04
Br (-1.65, 6.45, 4.11)  0.00
Br (-2.41, 5.94, 1.06)  0.02
H (-0.22, 6.43, 2.09)  0.18
C (-8.08, -11.32, 7.03)  0.13
Br (-9.86, -10.85, 6.47)  0.00
Br (-8.09, -12.29, 8.70)  0.00
Br (-7.12, -12.29, 5.66)  0.00
H (-7.54, -10.40, 7.21)  -0.14
C (-1.91, 6.11, -6.55)  -0.31
Br (-2.25, 4.34, -7.22)  -0.02
Br (-0.09, 6.30, -5.94)  -0.05
Br (-2.38, 7.47, -7.84)  -0.01
H (-2.55, 6.26, -5.69)  0.36
C (0.37, 2.57, 7.93)  -0.37
Br (-0.85, 3.78, 7.07)  0.01
Br (0.02, 2.44, 9.82)  -0.05
Br (0.37, 0.83, 7.09)  0.01
H (1.36, 2.98, 7.82)  0.39
C (0.34, 11.08, -7.62)  -0.26
Br (-0.89, 11.94, -8.83)  -0.02
Br (-0.29, 11.13, -5.80)  -0.03
Br (0.76, 9.29, -8.18)  0.17
H (1.26, 11.65, -7.65)  0.22
C (4.27, 10.30, -10.80)  -0.29
Br (2.97, 8.88, -10.98)  -0.03
Br (4.25, 11.47, -12.33)  -0.01
Br (4.05, 11.27, -9.15)  -0.04
H (5.24, 9.83, -10.77)  0.33

Output
net charge: 0
Kohn-Sham gap: 8.79 eV
LUMO level: -1.17 eV
total energy: -2994494.6801 eV
maximum force: 2.161 eV Å⁻¹


2.
Molecular formula: H9O5
Method: DFT, the ωB97M-V functional and the def2-TZVPD basis

Each line ends with the natural charge from an NBO analysis.
Element x y z (Å)
O (-0.63, 0.91, 0.44)  -1.24
H (-0.35, 1.55, -0.15)  0.42
O (-1.87, -1.76, -0.24)  -0.99
H (-1.71, -2.43, 0.46)  0.45
H (-1.51, -0.92, 0.11)  0.52
O (1.71, -0.03, 0.05)  -1.07
H (2.10, 0.57, 0.71)  0.44
H (0.73, 0.43, 0.22)  0.50
O (-2.32, 2.01, 2.21)  -0.99
H (-1.80, 1.99, 1.41)  0.50
H (-2.51, 1.07, 2.22)  0.46
O (3.14, -1.15, -2.64)  -0.99
H (2.23, -1.42, -3.08)  0.46
H (2.78, -0.83, -1.72)  0.52

Output
net charge: -1
Kohn-Sham gap: 9.13 eV
energy above the lowest of the compared OMol25 structures with the same formula, charge and spin: 22.87 kcal/mol
LUMO level: 4.06 eV
total energy: -10384.5831 eV
maximum force: 4.036 eV Å⁻¹


3.
Molecular formula: C21H18N2O7Sc
Method: DFT, the ωB97M-V functional and the def2-TZVPD basis

Each line ends with the natural charge from an NBO analysis.
Element x y z (Å)
Sc (0.45, 1.00, -0.78)  1.79
O (1.16, 3.49, 2.07)  -0.59
C (0.61, 3.06, 0.98)  0.86
O (-0.16, 2.09, 0.93)  -0.68
C (0.80, 3.97, -0.23)  -0.18
O (0.93, 3.21, -1.44)  -0.55
C (2.33, 3.06, -1.85)  -0.21
C (3.09, 2.16, -0.87)  0.75
O (4.27, 2.00, -0.98)  -0.55
O (2.27, 1.63, 0.01)  -0.81
H (0.93, 2.89, 2.81)  0.52
H (-0.12, 4.55, -0.30)  0.24
H (1.65, 4.64, -0.09)  0.24
H (2.30, 2.61, -2.85)  0.23
H (2.81, 4.03, -1.92)  0.23
C (-1.39, 2.13, -3.32)  -0.24
O (-1.33, 1.42, -2.06)  -0.57
C (-2.51, 0.80, -1.60)  0.33
C (-3.76, 1.17, -2.06)  -0.29
C (-4.87, 0.50, -1.57)  -0.17
C (-4.72, -0.52, -0.63)  -0.20
C (-3.46, -0.87, -0.17)  -0.18
C (-2.35, -0.19, -0.64)  0.04
N (-1.00, -0.44, -0.25)  -0.35
N (-0.79, -1.45, 0.49)  -0.06
C (0.52, -1.81, 0.70)  -0.05
C (1.58, -1.49, -0.19)  0.40
O (1.41, -0.63, -1.18)  -0.73
C (2.84, -2.13, -0.06)  -0.27
C (3.04, -3.02, 0.94)  -0.07
C (2.01, -3.37, 1.87)  -0.12
C (2.25, -4.30, 2.90)  -0.15
C (1.26, -4.65, 3.78)  -0.21
C (0.00, -4.05, 3.66)  -0.18
C (-0.27, -3.14, 2.67)  -0.21
C (0.74, -2.78, 1.75)  0.05
H (-1.85, 1.48, -4.06)  0.21
H (-0.37, 2.36, -3.59)  0.21
H (-1.95, 3.05, -3.18)  0.20
H (-3.88, 1.95, -2.80)  0.23
H (-5.85, 0.77, -1.92)  0.23
H (-5.59, -1.04, -0.27)  0.24
H (-3.32, -1.67, 0.55)  0.25
H (3.62, -1.87, -0.76)  0.25
H (4.01, -3.49, 1.05)  0.23
H (3.24, -4.75, 2.97)  0.22
H (1.45, -5.37, 4.56)  0.23
H (-0.79, -4.32, 4.35)  0.22
H (-1.24, -2.68, 2.60)  0.22

Output
net charge: +1
Kohn-Sham gap: 6.82 eV
energy above the lowest of the compared OMol25 structures with the same formula, charge and spin: 0.00 kcal/mol
LUMO level: -3.96 eV
total energy: -60079.8877 eV
maximum force: 0.817 eV Å⁻¹


4.
Molecular formula: C20H60NO13
Method: DFT, the ωB97M-V functional and the def2-TZVPD basis

Each line ends with the Mulliken charge.
Element x y z (Å)
N (-1.13, -15.25, -24.26)  1.05
O (-1.00, -14.70, -23.17)  -0.69
O (-1.98, -16.09, -24.41)  -0.67
O (-0.56, -14.87, -25.26)  -0.70
C (3.81, -12.78, -21.11)  -0.62
O (3.06, -13.83, -20.57)  -0.47
H (3.72, -12.70, -22.19)  0.26
H (3.36, -11.87, -20.72)  0.30
H (4.81, -12.85, -20.66)  0.24
H (2.15, -13.72, -20.88)  0.29
C (-1.78, -15.67, -18.10)  -0.49
O (-2.79, -15.90, -19.04)  -0.48
H (-1.38, -16.66, -17.85)  0.22
H (-0.96, -15.07, -18.49)  0.21
H (-2.17, -15.17, -17.21)  0.21
H (-2.29, -15.89, -19.86)  0.32
C (-3.81, -10.79, -28.29)  -1.28
C (-3.88, -9.25, -28.48)  0.46
C (-4.43, -8.62, -27.23)  -1.18
O (-2.63, -8.74, -28.65)  -0.51
H (-4.82, -11.19, -28.23)  0.36
H (-3.46, -11.05, -27.29)  0.33
H (-3.30, -11.24, -29.14)  0.31
H (-4.56, -9.07, -29.32)  0.22
H (-5.52, -8.65, -27.14)  0.36
H (-4.27, -7.54, -27.29)  0.32
H (-3.96, -8.97, -26.31)  0.29
H (-2.79, -7.83, -28.91)  0.32
C (3.88, -17.96, -23.23)  -1.22
C (4.59, -18.57, -22.01)  0.33
C (5.90, -17.83, -21.81)  -1.17
O (3.79, -18.37, -20.83)  -0.53
H (3.97, -16.88, -23.29)  0.29
H (2.80, -18.13, -23.21)  0.34
H (4.24, -18.28, -24.21)  0.38
H (4.84, -19.63, -22.07)  0.29
H (6.55, -17.90, -22.68)  0.35
H (6.49, -18.19, -20.97)  0.31
H (5.69, -16.77, -21.63)  0.29
H (3.63, -17.42, -20.81)  0.34
C (-1.26, -21.13, -21.02)  -1.27
C (-0.60, -22.09, -20.07)  0.82
C (-1.00, -23.49, -20.17)  -1.49
O (0.76, -22.15, -20.45)  -0.52
H (-2.21, -20.74, -20.67)  0.34
H (-1.55, -21.50, -22.00)  0.29
H (-0.65, -20.24, -21.20)  0.34
H (-0.84, -21.81, -19.05)  0.13
H (-2.09, -23.49, -20.16)  0.39
H (-0.68, -24.09, -19.33)  0.32
H (-0.73, -23.98, -21.10)  0.35
H (1.04, -21.24, -20.43)  0.29
C (-3.48, -17.79, -29.08)  -1.20
C (-2.99, -19.21, -28.59)  0.49
C (-2.67, -20.15, -29.76)  -1.29
O (-1.77, -19.14, -27.88)  -0.53
H (-4.50, -17.76, -29.46)  0.33
H (-2.68, -17.39, -29.70)  0.32
H (-3.57, -17.07, -28.26)  0.37
H (-3.73, -19.66, -27.92)  0.21
H (-2.31, -21.09, -29.33)  0.32
H (-1.84, -19.84, -30.39)  0.33
H (-3.57, -20.27, -30.37)  0.36
H (-1.87, -18.37, -27.31)  0.30
C (3.31, -14.18, -31.16)  -1.35
C (2.43, -15.08, -30.35)  0.71
C (3.10, -15.78, -29.17)  -1.33
O (1.41, -14.27, -29.94)  -0.52
H (3.75, -13.35, -30.61)  0.32
H (2.74, -13.68, -31.94)  0.33
H (4.09, -14.81, -31.59)  0.35
H (2.01, -15.80, -31.05)  0.10
H (3.56, -15.13, -28.42)  0.36
H (3.76, -16.57, -29.54)  0.35
H (2.31, -16.26, -28.60)  0.40
H (1.16, -14.54, -29.06)  0.30
C (-7.05, -14.10, -24.00)  -1.32
C (-7.43, -15.30, -23.11)  0.63
C (-8.94, -15.36, -22.89)  -1.28
O (-7.01, -16.44, -23.86)  -0.56
H (-5.99, -14.18, -24.20)  0.39
H (-7.17, -13.16, -23.47)  0.35
H (-7.47, -14.12, -25.01)  0.32
H (-6.93, -15.25, -22.14)  0.19
H (-9.44, -15.90, -23.69)  0.33
H (-9.42, -14.39, -22.76)  0.32
H (-9.24, -15.89, -21.99)  0.32
H (-6.09, -16.25, -24.08)  0.30
O (-1.01, -10.72, -21.25)  -0.66
H (-1.12, -10.19, -22.04)  0.32
H (-1.09, -11.62, -21.55)  0.34
O (0.32, -10.04, -25.35)  -0.65
H (0.53, -10.96, -25.21)  0.34
H (-0.22, -10.03, -26.14)  0.31

Output
net charge: -1
Kohn-Sham gap: 7.12 eV
energy above the lowest of the compared OMol25 structures with the same formula, charge and spin: 102.64 kcal/mol
LUMO level: 2.22 eV
total energy: -49815.9021 eV
maximum force: 4.137 eV Å⁻¹


5.
Molecular formula: C5H7N
Method: DFT, the ωB97M-V functional and the def2-TZVPD basis

Each line ends with the natural charge from an NBO analysis.
Element x y z (Å)
C (-0.77, 0.89, -1.21)  -0.41
C (-0.15, -0.46, 0.59)  0.07
C (-0.70, 0.02, 1.71)  -0.37
N (-0.92, -0.46, -0.61)  -0.62
C (1.24, -0.78, 0.42)  -0.07
C (2.38, -1.10, 0.16)  -0.21
H (-0.59, 0.83, -2.28)  0.20
H (0.08, 1.43, -0.76)  0.19
H (-1.67, 1.49, -1.02)  0.20
H (-1.77, 0.19, 1.74)  0.21
H (-0.10, 0.31, 2.56)  0.21
H (-0.58, -1.18, -1.24)  0.37
H (3.39, -1.38, -0.06)  0.24

Output
net charge: 0
Kohn-Sham gap: 10.04 eV
energy above the lowest of the compared OMol25 structures with the same formula, charge and spin: 67.87 kcal/mol
LUMO level: 1.10 eV
total energy: -6785.5694 eV
maximum force: 0.477 eV Å⁻¹


net charge of number 2 (H9O5)? -1


What is the formula in the fourth record? C20H60NO13


Number 2 is which compound? H9O5


Which formula does entry 5 have? C5H7N